Record 1
The following is a DFT calculation (the ωB97M-V functional and the def2-TZVPD basis) of one molecule with the formula C4H11NS2 in a non-equilibrium geometry.

## Properties
- Total energy: -27485.5170 eV
- Multiplicity: 1
- Highest occupied orbital energy: -8.375 eV
- Energy above the lowest of the compared OMol25 structures with the same formula, charge and spin: 40.3 kcal per mole
- M: 137.27 g/mol
- Lowest unoccupied orbital energy: 0.40 eV
- SMILES: CCSSCCN

XYZ file:
```
18
Properties=species:S:1:pos:R:3:nbo_charge:R:1
N 3.02137 -1.86108 1.78812 -0.811
C 1.72280 -1.98973 1.03695 -0.230
C 0.66661 -0.80700 1.12243 -0.591
S 1.22122 0.40088 -0.07924 0.085
S -0.22635 0.51597 -1.66926 0.097
C -1.79401 1.16268 -1.07898 -0.584
C -2.41504 2.40108 -1.84120 -0.614
H 2.86507 -1.11998 2.44516 0.342
H 3.67414 -1.48248 1.17614 0.348
H 1.23478 -2.82310 1.54326 0.184
H 1.94792 -2.31303 -0.04751 0.207
H 0.44873 -0.42112 2.15016 0.226
H -0.27015 -1.20350 0.77851 0.237
H -1.92354 1.36904 0.06127 0.245
H -2.40225 0.17348 -1.43233 0.220
H -3.08462 2.97041 -1.16611 0.213
H -1.64581 3.02320 -2.10336 0.213
H -3.04086 2.00429 -2.68400 0.213
```

=====

Record 2
The following is a DFT calculation (the ωB97M-V functional and the def2-TZVPD basis) of a 2-piece molecular cluster, C4H11NSi2 overall in a non-equilibrium geometry.

## Properties
- Total energy: -21569.0328 eV
- Multiplicity: 1
- Highest occupied orbital energy: -8.574 eV
- Energy above the lowest of the compared OMol25 structures with the same formula, charge and spin: 36.5 kcal per mole
- M: 129.31 g/mol
- Lowest unoccupied orbital energy: -1.12 eV

XYZ file:
```
18
Properties=species:S:1:pos:R:3:nbo_charge:R:1
C -1.11201 -0.92560 1.28998 -0.138
C -1.96486 1.83263 0.74762 -1.090
C 1.23205 0.96177 1.11321 -1.085
C -0.17826 0.28457 -1.33940 -1.127
N -1.09129 -1.99918 1.70809 -0.319
Si 1.85060 -2.79790 -1.48375 0.589
Si -0.52184 0.62249 0.45892 1.522
H -2.45719 1.72042 1.77475 0.247
H -1.75819 2.86128 0.64049 0.239
H -2.72638 1.43721 0.06802 0.242
H 1.41759 0.90069 2.18460 0.255
H 1.83183 0.21313 0.60487 0.246
H 1.57088 1.80031 0.52587 0.239
H -0.90926 -0.17211 -2.06825 0.256
H 0.40525 1.09859 -1.70030 0.239
H 0.56259 -0.47122 -1.18218 0.249
H 1.21410 -3.63433 -2.51865 -0.273
H 2.63440 -3.73277 -0.82388 -0.291
```

=====

Record 3
The following is a DFT calculation (the ωB97M-V functional and the def2-TZVPD basis) of a 2-piece molecular cluster, C4H11O overall in a non-equilibrium geometry.

## Properties
- Total energy: -6371.6989 eV
- Charge: -1
- Multiplicity: 1
- Highest occupied orbital energy: -1.756 eV
- Energy above the lowest of the compared OMol25 structures with the same formula, charge and spin: 34.9 kcal per mole
- M: 75.13 g/mol
- Lowest unoccupied orbital energy: 3.75 eV

XYZ file:
```
16
Properties=species:S:1:pos:R:3:nbo_charge:R:1
C -1.03925 3.27028 0.53988 -0.164
O 0.03865 2.98429 -0.16225 -0.959
H -1.60211 4.17873 0.36336 0.071
H -0.93998 3.16811 1.72332 0.032
H -1.93896 2.58468 0.25280 0.028
C 1.43723 -0.84732 0.51747 -0.611
C 0.26420 -1.81356 0.13014 -0.394
C -0.09552 -1.79395 -1.35099 -0.634
H 1.06495 0.12349 0.76194 0.260
H 1.83679 -1.31964 1.48272 0.182
H 2.24222 -0.90550 -0.23443 0.197
H 0.30881 -2.80145 0.46626 0.180
H -0.76733 -1.64818 0.69881 0.187
H -1.01227 -2.36007 -1.61125 0.202
H 0.86193 -1.93607 -1.97884 0.195
H -0.65937 -0.88384 -1.59894 0.230
```

=====

Record 4
The following is a DFT calculation (the ωB97M-V functional and the def2-TZVPD basis) of a 2-piece molecular cluster, C4H11O overall in a non-equilibrium geometry.

## Properties
- Total energy: -6372.5599 eV
- Charge: -1
- Multiplicity: 1
- Highest occupied orbital energy: -1.623 eV
- Energy above the lowest of the compared OMol25 structures with the same formula, charge and spin: 15.1 kcal per mole
- M: 75.13 g/mol
- Lowest unoccupied orbital energy: 3.20 eV

XYZ file:
```
16
Properties=species:S:1:pos:R:3:nbo_charge:R:1
C -2.45526 -0.30148 -3.48764 -0.197
O -3.02304 -1.27896 -4.23796 -0.988
H -2.91701 -0.25310 -2.49000 0.074
H -1.35165 -0.38671 -3.27071 0.051
H -2.51305 0.72023 -3.95042 0.062
C -0.08493 0.19036 2.11185 -0.602
C 1.12111 -0.45214 1.47541 -0.402
C 2.26184 0.54862 1.13744 -0.615
H 0.20925 0.69532 3.03760 0.186
H -0.84191 -0.54699 2.38964 0.208
H -0.59233 0.96411 1.53558 0.212
H 0.87228 -0.93413 0.53030 0.211
H 1.51020 -1.23770 2.12275 0.189
H 3.19851 0.25021 1.62123 0.195
H 2.49686 0.42941 0.08079 0.213
H 2.10913 1.59297 1.39413 0.203
```

=====

Record 5
The following is a DFT calculation (the ωB97M-V functional and the def2-TZVPD basis) of a 2-piece molecular cluster, C4H11O overall in a non-equilibrium geometry.

## Properties
- Total energy: -6371.7023 eV
- Charge: -1
- Multiplicity: 1
- Highest occupied orbital energy: -1.585 eV
- Energy above the lowest of the compared OMol25 structures with the same formula, charge and spin: 34.8 kcal per mole
- M: 75.13 g/mol
- Lowest unoccupied orbital energy: 3.48 eV

XYZ file:
```
16
Properties=species:S:1:pos:R:3:nbo_charge:R:1
C 2.13839 -3.59665 1.45691 -0.138
O 2.00272 -2.34903 1.45552 -0.949
H 3.18602 -3.92857 1.65535 0.038
H 1.57867 -4.04142 2.33968 0.039
H 1.84671 -4.11989 0.44075 0.016
C -2.33079 1.24609 -0.62003 -0.620
C -1.06847 2.15902 -0.39234 -0.392
C 0.39737 1.65490 -0.80594 -0.610
H -3.21185 1.80237 -1.04640 0.199
H -2.45947 0.64980 0.20623 0.214
H -1.97739 0.53917 -1.36462 0.206
H -0.88325 2.37183 0.69865 0.194
H -1.28919 3.08692 -1.00580 0.179
H 1.09813 2.36733 -0.47279 0.205
H 0.57631 0.58319 -0.58012 0.243
H 0.39608 1.57491 -1.96505 0.176
```

=====

Record 6
The following is a DFT calculation (the ωB97M-V functional and the def2-TZVPD basis) of a 2-piece molecular cluster, C4H11O overall in a non-equilibrium geometry.

## Properties
- Total energy: -6368.9433 eV
- Charge: -2
- Multiplicity: 2
- Highest occupied orbital energy (spin up / spin down): 3.845 / 0.235 eV
- ⟨S²⟩: 0.751
- Energy above the lowest of the compared OMol25 structures with the same formula, charge and spin: 7.2 kcal per mole
- M: 75.13 g/mol
- Lowest unoccupied orbital energy (spin up / spin down): 6.96 / 6.93 eV

XYZ file:
```
16
Properties=species:S:1:pos:R:3:mulliken_spin:R:1
C -0.00643 3.59362 0.01760 0.023
O 0.97517 3.50884 -0.88468 -0.002
H -0.03297 4.55562 0.60478 -0.002
H -0.10408 2.75002 0.74120 -0.005
H -1.03853 3.60357 -0.46384 0.001
C -0.00596 -2.96593 0.03954 3.713
C 0.05403 -1.52814 0.60834 0.169
C 0.07516 -0.44701 -0.45769 0.240
H 0.25725 -3.71030 0.79758 -1.412
H -0.99939 -3.20422 -0.35093 -0.557
H 0.67699 -3.02707 -0.80906 -0.355
H -0.83219 -1.34615 1.23122 -0.264
H 0.93904 -1.44715 1.24579 -0.214
H -0.11282 0.55739 -0.05657 0.068
H -0.77109 -0.60532 -1.14008 -0.195
H 0.92584 -0.28777 -1.12319 -0.207
```

=====

Record 7
The following is a DFT calculation (the ωB97M-V functional and the def2-TZVPD basis) of a 2-piece molecular cluster, C4H11O3 overall in a non-equilibrium geometry.

## Properties
- Total energy: -10468.6353 eV
- Charge: -1
- Multiplicity: 1
- Highest occupied orbital energy: -3.750 eV
- Energy above the lowest of the compared OMol25 structures with the same formula, charge and spin: 24.1 kcal per mole
- M: 107.13 g/mol
- Lowest unoccupied orbital energy: 4.16 eV

XYZ file:
```
18
Properties=species:S:1:pos:R:3:nbo_charge:R:1
C 2.06277 -0.54806 0.40993 -0.070
O 2.19918 -0.73668 -1.00993 -0.778
C 0.65950 -0.87013 0.86162 -0.493
C -0.49529 0.01799 0.14353 0.152
C -1.72852 -0.85931 -0.33372 -0.661
O 0.05624 0.75503 -0.83705 -0.943
H 2.14370 0.50020 0.60532 0.164
H 2.82351 -1.09608 0.99544 0.150
H 0.30311 -1.80028 0.45440 0.194
H 0.47610 -0.54541 1.89378 0.199
H -0.96475 0.67645 0.90819 0.095
H -2.64871 -0.94066 0.24010 0.182
H -1.42490 -1.95122 -0.43031 0.169
H -2.02311 -0.53520 -1.34420 0.213
H 1.33373 -0.38526 -1.30630 0.505
H -0.25819 2.31195 -0.59286 0.520
H -1.70224 2.81515 -0.32903 0.442
O -0.81213 3.19152 -0.32891 -1.039
```

=====

Record 8
The following is a DFT calculation (the ωB97M-V functional and the def2-TZVPD basis) of C4H11O3 as an isolated structure in a non-equilibrium geometry.

## Properties
- Total energy: -10464.0879 eV
- Charge: -1
- Multiplicity: 1
- Highest occupied orbital energy: -4.679 eV
- Energy above the lowest of the compared OMol25 structures with the same formula, charge and spin: 128.9 kcal per mole
- M: 107.13 g/mol
- Lowest unoccupied orbital energy: 2.38 eV

XYZ file:
```
18
Properties=species:S:1:pos:R:3:lowdin_charge:R:1
C 2.90848 1.70578 0.04120 -0.494
O 2.49893 2.81004 -0.64697 -0.324
C 1.67941 0.95342 0.64010 -0.003
C 0.74105 0.27261 -0.23670 -0.107
C -0.66189 -0.12319 0.13919 -0.080
O -3.45141 -0.85629 -0.32796 -0.336
H 3.48184 2.05333 0.91767 0.085
H 3.38840 0.96550 -0.68032 0.104
H 1.51517 1.02504 1.75544 0.155
H 0.80711 1.45421 -0.10236 0.153
H 1.12946 -0.23235 -1.10808 0.142
H -1.11792 0.45256 0.91786 0.080
H -0.80177 -1.20449 0.38052 0.077
H -1.21008 -0.02727 -0.80050 0.079
H -4.37344 -0.95376 -0.35616 -0.104
H -1.50744 -3.31615 -0.59177 -0.073
H -2.93275 -2.00383 -0.02817 0.032
O -2.09316 -2.97515 0.08700 -0.385
```